1.
Molecular formula: C39H60N10NaO3PS
Method: DFT, ωB97M-V/def2-TZVPD

Atoms and positions in Å:
Na 0.360566 0.063875 1.308704
C 2.495495 1.411267 8.724762
C 1.848548 0.991473 7.424567
C 1.057504 -0.154313 7.323765
C 0.483940 -0.534501 6.130276
C 0.673986 0.167251 4.901294
N 0.143008 -0.255726 3.702249
C -0.094767 -1.619416 3.590055
C 0.823370 -2.602188 4.036718
C 0.592040 -3.956763 3.932596
C -0.580658 -4.452169 3.355662
C -0.878130 -5.931818 3.280837
C -1.481309 -3.518317 2.883598
C -1.255765 -2.143593 2.989055
N -2.309537 -1.291536 2.522783
C -3.625816 -1.460572 2.796601
C -4.314224 -0.511862 2.081174
C -3.309505 0.200000 1.397098
N -2.101400 -0.276127 1.667874
C 1.378738 1.378079 5.063952
C 1.955804 1.751594 6.278581
N 1.492105 2.375365 4.028354
C 0.587622 3.366169 3.843689
C 1.199722 4.342080 3.094999
C 2.500341 3.843059 2.874038
N 2.675468 2.656419 3.443943
H 2.712424 0.543595 9.348813
H 1.845550 2.078814 9.297872
H 3.430837 1.942431 8.541062
H 0.887678 -0.763316 8.209011
H -0.159074 -1.402459 6.113269
H 1.743081 -2.255483 4.491320
H 1.335144 -4.656605 4.307451
H 0.031405 -6.523329 3.404045
H -1.333453 -6.196846 2.322375
H -1.576491 -6.230170 4.068043
H -2.400276 -3.851119 2.408600
H -3.970886 -2.221186 3.479240
H -5.378720 -0.342089 2.070163
H -3.428872 1.023708 0.707349
H 2.514044 2.683041 6.302513
H -0.395913 3.301694 4.283763
H 0.781971 5.281510 2.769853
H 3.311612 4.307766 2.330698
N -0.809828 2.076694 0.465986
C -0.097343 3.300248 0.088750
C 1.169123 2.950676 -0.682886
N 1.993928 2.030666 0.110643
H -1.213233 1.628024 -0.352775
H -1.549851 2.255478 1.132881
H 0.191370 3.811907 1.005449
H -0.692232 4.003259 -0.505902
H 1.685626 3.878349 -0.955378
H 0.892060 2.437385 -1.601550
H 2.287264 2.482256 0.972719
H 2.832691 1.779162 -0.400362
C 3.671096 -4.252912 1.160317
O 2.932003 -3.306407 0.390518
P 2.362802 -1.975284 1.136613
O 1.735640 -1.253569 -0.178803
C 2.501709 -1.176915 -1.399982
O 3.805199 -1.227856 1.316115
C 3.911817 -0.214882 2.333189
H 3.193564 -4.439957 2.128427
H 4.689721 -3.899122 1.324840
H 3.700079 -5.179874 0.593537
H 2.502117 -2.145059 -1.896911
H 3.528528 -0.882427 -1.186789
H 2.017938 -0.441139 -2.035038
H 4.639927 -0.530317 3.078900
H 2.954455 -0.021533 2.829348
H 4.250318 0.715389 1.877550
C -2.190948 -4.713879 -1.747741
C -1.111440 -4.839366 -0.886779
C -0.672820 -3.711413 -0.206754
N -1.239958 -2.509615 -0.333780
C -2.276724 -2.402472 -1.163359
C -2.785313 -3.468730 -1.892680
H -2.567704 -5.570893 -2.293120
H -0.614214 -5.791986 -0.743854
H 0.171487 -3.775940 0.472097
H -2.722638 -1.415228 -1.240958
H -3.628403 -3.326477 -2.558887
C 0.125052 0.282268 -7.804460
C -1.327185 0.093272 -8.254940
C -2.206822 -0.809621 -7.375407
C -2.623595 -0.250330 -6.016164
N -1.509881 -0.154287 -5.067306
C -1.339932 0.742442 -4.069636
S -0.596711 0.276184 -2.629318
N -1.766037 2.009915 -4.260012
C -1.743947 2.748469 -5.529506
C -0.554396 3.711414 -5.624487
C -0.836465 5.112948 -5.083432
C -0.868314 5.196459 -3.557039
H 0.679627 0.851960 -8.554129
H 0.621264 -0.684105 -7.681771
H 0.198732 0.815237 -6.857965
H -1.313554 -0.344708 -9.255705
H -1.813145 1.071147 -8.350516
H -1.707330 -1.773549 -7.223085
H -3.131434 -1.014519 -7.921086
H -3.381098 -0.909287 -5.583100
H -3.091191 0.721652 -6.143749
H -1.107461 -1.042378 -4.813416
H -1.597239 2.573987 -3.443521
H -2.677771 3.306605 -5.630289
H -1.686194 2.039031 -6.346051
H -0.271966 3.794938 -6.676784
H 0.296601 3.271095 -5.096088
H -1.788688 5.469227 -5.489073
H -0.065639 5.788809 -5.460398
H -1.693205 4.614411 -3.131735
H -1.004197 6.228854 -3.229960
H 0.067107 4.828528 -3.126127

Atoms 1-2, force components in eV/Å:
-0.43 0.51 -0.08
-0.13 0.00 -0.18

The calculation puts the highest occupied orbital energy at -5.7822 eV. For the energy, the calculation gives -87002.8348 eV.

***

2.
Molecular formula: C3H4N2S
Method: DFT, ωB97M-V/def2-TZVPD

Atoms and positions in Å:
C -1.529445 0.455169 0.611414
C -1.475934 1.018691 -0.530221
C 0.917781 -0.046549 -0.062330
N -0.728551 -0.285331 -0.303152
N 1.529550 -1.181177 -0.187261
S 1.526930 1.398684 0.315003
H -1.767254 0.253751 1.673405
H -1.732187 1.635015 -1.355775
H 0.766341 -1.927774 -0.387158
H 2.492767 -1.320483 0.226076

Atoms 1-2, force components in eV/Å:
-0.26 0.02 1.73
0.30 -0.74 0.54

The calculation puts the highest occupied orbital energy at -8.1243 eV. The energy above the lowest of the compared OMol25 structures with the same formula, charge and spin is 101.6 kcal/mol. For the energy, the calculation gives -16987.0869 eV. The SMILES is NC(=S)N1C=C1.

***

3.
Molecular formula: C18H23O
Method: DFT, ωB97M-V/def2-TZVPD

Atoms and positions in Å:
C -0.288022 -4.286548 0.089279
C -0.622084 -2.800584 -0.035442
C -0.525114 -2.058962 1.367496
C -1.670385 -1.612466 2.059329
C -3.082560 -1.916781 1.638273
C -1.527604 -0.811984 3.192861
C -0.286440 -0.546454 3.765259
C -0.121462 0.408541 4.919283
C 0.814095 -1.208532 3.208191
C 0.696856 -1.990023 2.055823
C 1.912864 -2.726211 1.606038
H -1.039768 -4.855052 -0.475867
H 0.718065 -4.537336 -0.295791
H -0.369518 -4.641265 1.117325
H -1.674520 -2.700558 -0.326104
H -3.791317 -1.385352 2.289787
H -3.294835 -1.587284 0.616658
H -3.319522 -2.985057 1.716359
H -2.412160 -0.344078 3.655675
H 0.936294 0.497536 5.188918
H -0.495261 1.412597 4.665605
H -0.671383 0.077171 5.812043
H 1.787087 -1.067777 3.675263
H 2.777756 -2.435326 2.209300
H 1.798908 -3.810624 1.714769
H 2.157345 -2.514622 0.563362
C 1.738090 -3.595421 -6.330621
O 0.595357 -2.905302 -5.762894
C 0.569573 -2.600399 -4.433769
C -0.608252 -2.010922 -3.930502
C -0.849892 -1.929510 -2.582290
C 0.012668 -2.501910 -1.524513
C 1.273904 -2.965662 -2.131731
C 1.546230 -3.007751 -3.488496
H 1.517335 -3.689670 -7.396980
H 2.649247 -3.000891 -6.185415
H 1.863184 -4.591480 -5.884045
H -1.378479 -1.770705 -4.654721
H -1.742008 -1.378270 -2.262884
H 0.243814 -1.746200 -0.589408
H 2.111300 -3.222955 -1.472635
H 2.421807 -3.524488 -3.847973

Atoms 1-2, force components in eV/Å:
-0.01 -1.08 0.14
-1.77 -1.82 1.31

As for the net charge: +1. The calculation puts the highest occupied orbital energy at -11.7947 eV. The energy above the lowest of the compared OMol25 structures with the same formula, charge and spin is 63.0 kcal/mol. For the energy, the calculation gives -21077.0509 eV.

***

no.,largest force on an atom (eV/A)
1,0.674
2,3.326
3,4.362